Entry from the Open Molecules 2025 dataset: a structure of composition C2H5LuO (ωB97M-V/def2-TZVPD).

XYZ file:
```
9
C2H5LuO (ωB97M-V/def2-TZVPD)
C 0.007 -0.627 0.018
C -1.000 0.523 0.032
H -0.212 -1.311 0.864
H -0.033 -1.131 -0.970
H -1.611 0.486 0.947
H -1.636 0.520 -0.867
Lu 3.391 0.166 -0.398
O 1.244 0.014 0.220
H -0.149 1.360 0.153
```

- charge = 0
- gap between HOMO and LUMO (eV) = 7.115
- spin multiplicity = 1
- E_HOMO (eV) = -7.110

Entry from the Open Molecules 2025 dataset: the ion C6H10N3 with charge +1 (ωB97M-V/def2-TZVPD).

XYZ file:
```
19
C6H10N3 (ωB97M-V/def2-TZVPD)
N -1.557 -0.757 2.132
C -0.445 -0.489 1.129
C -0.502 0.587 0.258
N -1.238 1.801 0.183
N -0.666 2.794 -0.431
C 0.292 2.284 -1.193
C 0.454 0.859 -0.840
C 1.872 0.293 -0.980
C 0.777 -0.346 -1.797
H -1.889 -1.782 2.172
H -2.279 -0.152 1.701
H -1.296 -0.461 3.001
H 0.371 -1.242 1.248
H -2.041 2.042 0.868
H 1.005 2.910 -1.676
H 2.481 0.966 -1.488
H 2.323 -0.264 -0.100
H 0.462 -0.260 -2.855
H 0.412 -1.197 -1.279
```

- charge = +1
- gap between HOMO and LUMO (eV) = 8.152
- spin multiplicity = 1
- E_HOMO (eV) = -11.963
- SMILES string = [NH3+]/C=C1\NN=CC12CC2

Entry from the Open Molecules 2025 dataset: a cluster of 4 separate species, C12H21BBrO12P in total (ωB97M-V/def2-TZVPD).

XYZ file:
```
48
C12H21BBrO12P (ωB97M-V/def2-TZVPD)
C 1.488 0.236 -1.302
C 2.141 1.574 -1.603
O 3.485 1.411 -2.041
C 1.325 2.362 -2.618
O 0.200 2.918 -1.927
B -0.801 3.408 -2.704
P -2.199 2.260 -3.532
O -1.275 1.122 -4.305
Br -2.392 1.135 -1.620
H 1.917 -0.227 -0.419
H 0.418 0.382 -1.146
H 1.619 -0.427 -2.158
H 2.170 2.174 -0.693
H 3.517 1.376 -2.995
H 0.995 1.668 -3.398
H 1.928 3.147 -3.078
H -0.901 4.599 -2.816
H -0.667 1.510 -4.934
O -7.187 -0.051 3.339
C -6.138 0.303 2.914
O -5.116 -0.521 2.589
C -4.110 0.240 1.903
C -4.391 1.648 2.394
O -5.794 1.592 2.685
H -3.122 -0.123 2.160
H -4.265 0.136 0.828
H -3.852 1.883 3.313
H -4.197 2.417 1.652
O -0.795 0.087 1.332
C -0.672 -1.008 0.884
O 0.507 -1.617 0.658
C 0.259 -2.993 0.320
C -1.169 -2.935 -0.195
O -1.698 -1.804 0.518
H 0.985 -3.320 -0.418
H 0.368 -3.597 1.219
H -1.223 -2.723 -1.263
H -1.756 -3.819 0.032
O 3.132 -3.948 1.396
C 3.548 -2.840 1.507
O 3.721 -2.197 2.680
C 4.416 -0.968 2.432
C 4.093 -0.712 0.969
O 3.894 -2.043 0.472
H 4.048 -0.199 3.105
H 5.481 -1.128 2.604
H 3.166 -0.152 0.841
H 4.895 -0.232 0.417
```

- charge = 0
- gap between HOMO and LUMO (eV) = 8.023
- spin multiplicity = 1
- E_HOMO (eV) = -8.958
- SMILES string = C[C@@H](O)COBP(O)Br.O=C1OCCO1.O=C1OCCO1.O=C1OCCO1

Number 1: lowest unoccupied orbital energy 0.0002 Ha. Number 2: lowest unoccupied orbital energy -0.1401 Ha. Number 3: lowest unoccupied orbital energy -0.0344 Ha.